The following is a quantum chemistry calculation of 2 unconnected molecules or ions with the total composition C3H5NO2, from the Open Molecules 2025 dataset.

Energy: -8775.933 eV
M: 87.1 g mol⁻¹
HOMO: -10.923 eV

Last columns: bonded neighbours and bond lengths (Å).
Positions of all 11 atoms, in Å:
1 O -1.63 0.99 -0.58  C2 1.208
2 C -0.42 0.98 -0.56  O1 1.208, C3 1.500, H8 1.103
3 C 0.37 0.50 0.62  C2 1.500, C5 1.464, H9 1.099, H10 1.092
4 O -0.76 -1.64 -0.58  H7 0.968, H11 0.963
5 C 1.70 -0.06 0.36  C3 1.464, N6 1.157
6 N 2.77 -0.46 0.22  C5 1.157
7 H -1.45 -0.95 -0.63  O4 0.968
8 H 0.20 1.46 -1.34  C2 1.103
9 H 0.47 1.51 1.04  C3 1.099
10 H -0.20 -0.13 1.30  C3 1.092
11 H -1.05 -2.20 0.14  O4 0.963